1.
C2H7Cl2N2 | the ωB97M-V functional and the def2-TZVPD basis

Geometry as XYZ:
```
13
Properties=species:S:1:pos:R:3:lowdin_charge:R:1
N -1.328 1.354 -0.654 -0.01
C -0.713 0.445 0.084 -1.03
Cl -0.150 1.472 1.512 0.64
Cl -1.565 -1.099 0.865 0.55
C 0.678 -0.264 -0.615 -0.13
N 1.193 -1.148 0.422 0.07
H -1.777 2.152 -0.212 0.10
H -2.050 1.223 -1.415 0.16
H 1.439 0.478 -0.710 0.13
H 0.345 -0.677 -1.457 0.08
H 0.466 -1.945 0.734 0.15
H 1.295 -0.517 1.236 0.11
H 2.165 -1.474 0.209 0.19
```

Output
- Energy above the lowest of the compared OMol25 structures with the same formula, charge and spin: 12.0 kcal per mole
- Total charge: +1
- SMILES: NC(Cl)(Cl)C[NH3+]


2.
C5H8O2 | the ωB97M-V functional and the def2-TZVPD basis

Geometry as XYZ:
```
15
Properties=species:S:1:pos:R:3:lowdin_charge:R:1
O -1.133 -2.159 -0.061 0.11
C -1.031 -0.968 0.068 -0.37
C -1.928 0.223 -0.261 -0.08
C -0.651 1.104 -0.200 -0.12
C 0.139 -0.063 0.453 -0.22
C 1.503 -0.480 -0.052 -0.23
O 2.486 0.291 0.612 -0.06
H -2.473 0.161 -1.207 0.11
H -2.639 0.429 0.547 0.12
H -0.724 2.025 0.381 0.11
H -0.267 1.341 -1.197 0.11
H 0.185 0.048 1.545 0.16
H 1.628 -1.556 0.144 0.13
H 1.553 -0.336 -1.144 0.13
H 3.351 -0.060 0.373 0.09
```

Output
- Energy above the lowest of the compared OMol25 structures with the same formula, charge and spin: 27.4 kcal per mole
- SMILES: O=C1CC[C@@H]1CO


3.
C12H12 | the ωB97M-V functional and the def2-TZVPD basis

Geometry as XYZ:
```
24
Properties=species:S:1:pos:R:3:lowdin_charge:R:1
C -1.549 -1.274 -0.699 -0.17
C -1.163 -0.184 -1.294 -0.13
C -1.565 1.090 -0.924 -0.10
C -2.538 1.195 0.051 -0.13
C -2.736 0.100 0.878 -0.07
C -2.215 -1.191 0.447 -0.10
H -1.558 -2.349 -1.099 0.15
H -0.736 -0.097 -2.289 0.12
H -1.327 2.069 -1.341 0.11
H -3.234 2.072 0.211 0.12
H -3.646 0.121 1.563 0.12
H -2.283 -2.022 1.098 0.09
C 2.217 -1.307 -0.289 -0.08
C 2.920 -0.120 -0.843 -0.04
C 2.393 1.151 -0.424 -0.11
C 1.718 1.340 0.795 -0.08
C 1.380 0.143 1.451 -0.11
C 1.769 -1.039 0.918 -0.18
H 2.235 -2.341 -0.710 0.12
H 3.588 -0.221 -1.647 0.07
H 3.066 1.988 -0.670 0.10
H 1.328 2.400 1.079 0.14
H 0.881 0.180 2.310 0.06
H 1.055 -1.704 1.424 0.12
```

Output
- Energy above the lowest of the compared OMol25 structures with the same formula, charge and spin: 92.5 kcal per mole
- SMILES: c1ccccc1.c1ccccc1


4.
C2H7OS | the ωB97M-V functional and the def2-TZVPD basis

Geometry as XYZ:
```
11
Properties=species:S:1:pos:R:3:lowdin_charge:R:1
C -0.344 -0.051 -1.598 -0.25
C 0.007 0.855 -0.433 -0.84
S 1.530 0.417 0.460 0.17
H 0.466 -0.086 -2.328 0.05
H -0.555 -1.075 -1.274 0.05
H -1.186 0.315 -2.166 0.04
H 0.109 1.869 -0.842 0.02
H -0.825 0.933 0.274 0.03
H 0.869 -0.580 2.559 -0.10
H -0.343 -1.403 2.315 0.00
O 0.272 -1.194 3.033 -0.16
```

Output
- Energy above the lowest of the compared OMol25 structures with the same formula, charge and spin: 1.3 kcal per mole
- Total charge: -1


5.
C6H7CoLiO3 | the ωB97M-V functional and the def2-TZVPD basis

Geometry as XYZ:
```
18
Properties=species:S:1:pos:R:3:lowdin_charge:R:1
O 2.571 0.450 -0.534 0.04
C 1.278 -0.448 -1.397 0.00
C 1.167 1.061 -1.379 -0.27
O 0.171 1.656 -0.835 -0.13
H 3.237 0.664 -1.193 0.11
H 1.704 -1.441 -1.582 0.13
H 0.864 -0.604 -2.415 0.15
H 1.566 1.540 -2.295 0.18
Co -1.403 1.486 -0.014 0.66
C 0.772 -1.605 0.304 0.05
C -0.378 -1.164 0.925 0.04
C -1.409 -0.674 1.432 0.05
C -2.429 0.068 1.963 -0.14
O -2.787 1.182 1.407 -0.21
Li -4.273 2.252 1.991 0.89
H 0.643 -2.539 -0.256 0.13
H 1.630 -1.650 0.984 0.14
H -2.925 -0.234 2.894 0.16
```

Output
- Energy above the lowest of the compared OMol25 structures with the same formula, charge and spin: 18.4 kcal per mole
- Total charge: +2
- 2S+1: 4


6.
C2H2NO3S | the ωB97M-V functional and the def2-TZVPD basis

Geometry as XYZ:
```
9
Properties=species:S:1:pos:R:3:lowdin_charge:R:1
C -0.214 -0.225 -0.107 -0.58
C -0.812 1.329 -0.048 -0.75
N 1.116 -0.137 -0.206 0.06
O 0.006 2.040 0.481 -0.03
O -1.971 1.566 -0.372 -0.04
O -0.317 -2.820 0.160 -0.67
S -1.054 -1.546 0.156 0.85
H 1.536 0.748 -0.068 0.07
H 1.711 -0.954 0.004 0.10
```

Output
- Energy above the lowest of the compared OMol25 structures with the same formula, charge and spin: 6.3 kcal per mole
- Total charge: -1


no.,maximum force (eV Å⁻¹)
1,5.8
2,0.6
3,6.8
4,0.8
5,4.2
6,3.1